[1]
Computed, not measured: a structure of composition C3H4AgLiO4 in a non-equilibrium geometry, with ωB97M-V with the def2-TZVPD basis set.

F_max = 4.640 eV/A
Orbital gap (alpha / beta) = 7.4 / 6.5 eV
LUMO level (alpha / beta) = -4.565 / -6.065 eV
⟨S²⟩ = 0.7514
E_HOMO (alpha / beta) = -0.4409 / -0.4611 Eh

ORCA input file:
```
! RIJCOSX wB97M-V def2-TZVPD def2/J DEFGRID3
* xyz 1 2
H -0.88 -0.61 1.69
Ag -1.61 5.20 -4.96
O 0.97 -0.78 0.76
O 0.18 1.94 -1.74
C -0.21 -1.33 1.21
H 1.15 0.20 1.11
H -0.95 -3.12 2.28
C 0.90 1.66 -0.85
O 1.47 1.90 0.15
Li -0.60 3.27 -2.93
O -0.84 -2.24 0.34
H 0.66 -3.34 1.38
C -0.24 -2.75 1.54
*
```

***

[2]
Computed, not measured: a structure of composition C3H4AgO3 in a non-equilibrium geometry, with ωB97M-V with the def2-TZVPD basis set.

F_max = 2.240 eV/A
Orbital gap = 8.7 eV
LUMO level = -5.755 eV
E_HOMO = -0.5305 Eh

ORCA input file:
```
! RIJCOSX wB97M-V def2-TZVPD def2/J DEFGRID3
* xyz 1 1
O -3.45 -1.19 -1.09
H 3.37 -1.16 -0.46
H 3.55 -1.71 1.24
C 2.25 -0.08 0.94
C -3.07 -0.13 -0.84
C 2.82 -1.36 0.49
O -2.54 0.83 -0.45
H 2.40 0.18 2.01
H 2.02 -2.12 0.47
Ag -0.53 2.26 0.38
O 1.39 0.53 0.31
*
```

***

[3]
Computed, not measured: a structure of composition C3H4AgO4, with ωB97M-V with the def2-TZVPD basis set.

F_max = 0.671 eV/A
Orbital gap = 9.1 eV
LUMO level = -4.240 eV
E_HOMO = -0.4914 Eh

ORCA input file:
```
! RIJCOSX wB97M-V def2-TZVPD def2/J DEFGRID3
* xyz 1 1
C 2.89 -0.76 -0.84
H -4.75 1.30 1.74
H 3.69 -1.18 -1.43
C 0.79 -0.56 -0.24
H 3.59 0.61 0.77
O -4.12 1.44 1.03
H -4.36 2.29 0.64
Ag -2.46 0.07 0.37
C 2.84 0.07 0.20
O 1.60 -1.18 -1.10
O 1.52 0.17 0.60
O -0.41 -0.61 -0.27
*
```

***

[4]
Computed, not measured: a structure of composition C3H4AuLiO3 in a non-equilibrium geometry, with ωB97M-V with the def2-TZVPD basis set.

F_max = 7.324 eV/A
Orbital gap (alpha / beta) = 9.8 / 5.6 eV
LUMO level (alpha / beta) = -15.376 / -20.269 eV
⟨S²⟩ = 3.7686
E_HOMO (alpha / beta) = -0.9243 / -0.9491 Eh

ORCA input file:
```
! RIJCOSX wB97M-V def2-TZVPD def2/J DEFGRID3
* xyz 3 4
H -2.09 0.38 -0.71
Au 0.45 0.09 0.67
O 2.04 1.17 0.84
O 1.57 0.02 -0.97
O 3.50 1.09 -0.80
C -1.37 -0.94 0.87
C -2.13 0.06 0.34
H -2.64 0.78 0.99
C 2.35 0.77 -0.30
Li 1.47 -0.81 -2.65
H -1.60 -1.38 -0.20
H -1.56 -1.21 1.92
*
```

***

E (computed, Eh): -571.85614, -489.13350, -564.39001, -484.03429
Relative energy (zero: lowest compared OMol25 entry of this formula, charge and spin) (computed, kcal per mole): 26.2, 0.0, 0.0, 21.2